1.
C4H8N2O | the ωB97M-V functional and the def2-TZVPD basis

For the HOMO-LUMO gap, the calculation gives 8.00 eV. As for the largest force on an atom: 0.082 hartree/bohr. The value obtained for the energy above the lowest of the compared OMol25 structures with the same formula, charge and spin is 5.4881 eV.

Geometry as ORCA input:
```
! wB97M-V def2-TZVPD RIJCOSX def2/J DEFGRID3
* xyz 0 1
C -1.94 -0.67 -1.38
C 0.19 -0.81 -0.53
C 1.35 -0.46 0.17
C 1.55 0.43 1.26
H -1.46 -1.37 -2.19
H -2.70 0.19 -1.83
H -2.51 -1.57 -0.54
H 0.35 -1.76 -1.05
H 2.26 -1.11 0.03
H 2.38 0.17 2.00
H 1.10 2.06 2.35
H -0.40 1.44 0.05
N -0.87 -0.03 -0.69
N 0.70 1.39 1.62
O 0.02 2.11 0.73
*
```

Results of the Mulliken charge analysis, in e, for atoms 1 through 6: number 1, C, carries -0.717; number 2, C, carries 0.433; number 3, C, carries -0.890; number 4, C, carries 0.029; number 5, H, carries 0.233; number 6, H, carries 0.264

***

2.
C4H8N2O | the ωB97M-V functional and the def2-TZVPD basis

For the HOMO-LUMO gap, the calculation gives 9.59 eV. As for the largest force on an atom: 0.009 hartree/bohr. The value obtained for the energy above the lowest of the compared OMol25 structures with the same formula, charge and spin is 1.8088 eV.

Geometry as ORCA input:
```
! wB97M-V def2-TZVPD RIJCOSX def2/J DEFGRID3
* xyz 0 1
C 2.38 -0.51 0.69
N 1.70 0.74 0.38
C 0.44 0.94 -0.01
N -0.24 -0.23 -0.16
C -1.51 -0.28 -0.77
O -1.90 -1.34 -1.22
C -2.31 0.99 -0.81
H 3.42 -0.30 0.94
H 2.36 -1.20 -0.16
H 1.92 -1.00 1.56
H 2.26 1.58 0.47
H 0.16 -1.16 -0.09
H -2.22 1.54 0.13
H -1.94 1.65 -1.60
H -3.35 0.72 -1.02
*
```

Results of the Mulliken charge analysis, in e, for atoms 1 through 6: number 1, C, carries -0.938; number 2, N, carries 0.081; number 3, C, carries -0.639; number 4, N, carries 0.073; number 5, C, carries 0.582; number 6, O, carries -0.587

***

3.
C4H8N2O | the ωB97M-V functional and the def2-TZVPD basis

For the HOMO-LUMO gap, the calculation gives 10.92 eV. As for the largest force on an atom: 0.036 hartree/bohr. The value obtained for the energy above the lowest of the compared OMol25 structures with the same formula, charge and spin is 1.6142 eV.

Geometry as ORCA input:
```
! wB97M-V def2-TZVPD RIJCOSX def2/J DEFGRID3
* xyz 0 1
N 0.83 1.14 -1.78
C 0.61 0.59 -0.45
C -0.68 -0.24 -0.41
C -0.90 -0.94 0.93
O -1.13 0.09 1.89
C 1.71 -0.31 -0.08
N 2.43 -1.12 0.34
H 0.11 1.83 -1.97
H 1.72 1.62 -1.80
H 0.57 1.34 0.36
H -0.65 -0.98 -1.21
H -1.51 0.45 -0.63
H -0.04 -1.58 1.19
H -1.80 -1.57 0.84
H -1.25 -0.32 2.75
*
```

Results of the Mulliken charge analysis, in e, for atoms 1 through 6: number 1, N, carries -0.688; number 2, C, carries 0.473; number 3, C, carries -0.856; number 4, C, carries -0.427; number 5, O, carries -0.515; number 6, C, carries 0.119

***

What did the second record say?
C4H8N2O | the ωB97M-V functional and the def2-TZVPD basis

For the HOMO-LUMO gap, the calculation gives 9.59 eV. As for the largest force on an atom: 0.009 hartree/bohr. The value obtained for the energy above the lowest of the compared OMol25 structures with the same formula, charge and spin is 1.8088 eV.

Geometry as ORCA input:
```
! wB97M-V def2-TZVPD RIJCOSX def2/J DEFGRID3
* xyz 0 1
C 2.38 -0.51 0.69
N 1.70 0.74 0.38
C 0.44 0.94 -0.01
N -0.24 -0.23 -0.16
C -1.51 -0.28 -0.77
O -1.90 -1.34 -1.22
C -2.31 0.99 -0.81
H 3.42 -0.30 0.94
H 2.36 -1.20 -0.16
H 1.92 -1.00 1.56
H 2.26 1.58 0.47
H 0.16 -1.16 -0.09
H -2.22 1.54 0.13
H -1.94 1.65 -1.60
H -3.35 0.72 -1.02
*
```

Results of the Mulliken charge analysis, in e, for atoms 1 through 6: number 1, C, carries -0.938; number 2, N, carries 0.081; number 3, C, carries -0.639; number 4, N, carries 0.073; number 5, C, carries 0.582; number 6, O, carries -0.587

***

What is the formula in the third record?
C4H8N2O